Molecular formula: C72H196N12O32
Method: DFT, ωB97M-V/def2-TZVPD

For the orbital gap, the calculation gives 0.3038 Ha. The charge is 0. As for the energy relative to the best compared isomer or geometry (same formula, charge and spin): 120.1 kcal per mole. Its spin multiplicity is 1. The LUMO energy comes out at -0.10 eV. Its HOMO energy is -8.363 eV. The calculation puts the maximum force at 3.0 eV/Å.

Last column: Mulliken charge in e.
Geometry (Å):
1 C 3.324 -5.908 0.755  -0.947
2 C 4.212 -5.793 1.988  0.446
3 C 3.783 -4.917 3.195  -1.072
4 O 3.535 -3.583 2.666  0.493
5 C 4.694 -2.735 2.592  -0.868
6 N 4.231 -7.212 2.438  -0.840
7 H 2.318 -6.306 0.885  0.446
8 H 3.709 -6.521 -0.059  0.505
9 H 3.273 -4.905 0.332  -0.303
10 H 5.155 -5.412 1.596  0.342
11 H 4.654 -4.949 3.850  0.501
12 H 2.942 -5.362 3.727  -0.047
13 H 5.145 -2.636 3.579  0.400
14 H 4.399 -1.706 2.386  -0.115
15 H 5.393 -3.006 1.801  0.187
16 H 4.765 -7.784 1.800  0.325
17 H 3.305 -7.552 2.219  0.344
18 C 4.098 7.746 -6.746  -1.577
19 C 2.613 7.550 -6.478  0.719
20 C 2.186 6.172 -5.964  -0.170
21 O 2.695 5.075 -6.710  -0.510
22 C 2.011 3.875 -6.449  -0.379
23 N 2.198 8.587 -5.583  -0.571
24 H 4.531 6.990 -7.401  0.378
25 H 4.629 7.680 -5.797  0.335
26 H 4.280 8.649 -7.330  0.455
27 H 2.007 7.738 -7.364  -0.383
28 H 1.098 6.132 -5.937  0.052
29 H 2.456 6.009 -4.921  0.202
30 H 2.442 2.969 -6.876  0.247
31 H 0.999 3.911 -6.851  0.349
32 H 2.016 3.778 -5.363  0.102
33 H 2.700 8.424 -4.722  0.319
34 H 2.650 9.403 -5.969  0.267
35 C -1.281 -1.266 -9.247  -1.487
36 C -0.528 -0.137 -8.511  0.038
37 C -0.966 0.058 -7.068  -0.348
38 O -0.094 0.908 -6.361  -0.025
39 C -0.443 0.971 -4.943  0.708
40 N 0.861 -0.562 -8.508  -0.299
41 H -2.329 -1.023 -9.074  0.383
42 H -1.072 -2.230 -8.783  0.218
43 H -0.979 -1.257 -10.294  0.441
44 H -0.622 0.802 -9.057  0.459
45 H -0.976 -0.936 -6.621  -0.131
46 H -1.960 0.499 -7.004  0.436
47 H -1.274 1.669 -4.844  0.058
48 H 0.427 1.486 -4.537  -0.625
49 H -0.604 0.054 -4.375  0.023
50 H 1.169 -0.661 -9.465  0.274
51 H 1.405 0.157 -8.053  0.007
52 C 0.939 -0.461 2.495  -0.590
53 C 0.784 -1.421 1.248  0.449
54 C 1.803 -0.886 0.232  0.223
55 O 1.684 0.462 -0.153  0.478
56 C 0.482 0.780 -0.872  0.288
57 N 0.750 -2.851 1.641  1.525
58 H 0.545 0.537 2.303  0.314
59 H 2.006 -0.420 2.715  -0.105
60 H 0.462 -0.897 3.372  -0.024
61 H -0.196 -1.301 0.786  -0.050
62 H 1.720 -1.566 -0.616  -0.184
63 H 2.814 -0.874 0.638  -0.749
64 H 0.175 -0.073 -1.477  0.325
65 H 0.564 1.687 -1.470  -0.653
66 H -0.345 0.986 -0.192  -0.311
67 H 0.096 -2.990 2.398  -0.702
68 H 1.590 -3.259 2.026  -0.465
69 C -2.126 0.674 7.213  -1.542
70 C -0.639 1.106 7.070  0.962
71 C 0.137 0.828 8.337  -0.945
72 O -0.190 1.800 9.264  -0.392
73 C 0.314 1.588 10.548  -0.804
74 N -0.106 0.548 5.811  0.604
75 H -2.681 1.409 7.797  0.461
76 H -2.210 -0.325 7.639  0.356
77 H -2.664 0.726 6.267  0.257
78 H -0.652 2.190 6.957  -0.076
79 H 1.151 1.143 8.090  0.369
80 H 0.185 -0.233 8.583  0.414
81 H 0.212 2.568 11.015  0.273
82 H 1.385 1.388 10.519  0.335
83 H -0.121 0.828 11.198  0.289
84 H -0.675 -0.206 5.453  -0.115
85 H -0.302 1.309 5.177  -0.381
86 C 4.748 -4.963 -4.057  -1.562
87 C 3.825 -4.328 -2.991  1.176
88 C 3.939 -2.766 -2.920  0.285
89 O 5.265 -2.423 -2.594  -0.516
90 C 5.599 -2.573 -1.212  -0.749
91 N 2.498 -4.764 -3.270  -0.270
92 H 5.722 -4.476 -4.108  0.363
93 H 4.307 -4.934 -5.053  0.108
94 H 4.809 -6.002 -3.734  0.423
95 H 4.190 -4.748 -2.054  0.022
96 H 3.217 -2.229 -2.305  -0.128
97 H 3.857 -2.297 -3.901  -0.120
98 H 5.689 -3.604 -0.869  0.396
99 H 4.838 -2.201 -0.527  0.077
100 H 6.510 -2.046 -0.926  0.533
101 H 2.221 -4.436 -4.184  0.485
102 H 1.858 -4.343 -2.612  -0.216
103 C -7.540 1.862 1.868  -1.566
104 C -7.106 1.736 0.371  0.483
105 C -7.942 2.611 -0.614  -0.628
106 O -9.326 2.275 -0.441  -0.358
107 C -10.106 3.219 -1.185  -0.780
108 N -5.653 1.869 0.258  -0.186
109 H -8.611 1.793 2.057  0.363
110 H -7.181 2.844 2.177  0.403
111 H -7.003 1.177 2.525  0.331
112 H -7.312 0.707 0.075  0.310
113 H -7.608 2.311 -1.607  0.162
114 H -7.700 3.665 -0.471  0.402
115 H -9.832 3.337 -2.234  0.294
116 H -10.097 4.197 -0.703  0.331
117 H -11.135 2.882 -1.066  0.278
118 H -5.411 2.625 0.883  0.282
119 H -5.238 1.043 0.665  0.107
120 C -4.192 -5.022 0.382  -1.345
121 C -3.723 -6.259 1.133  1.166
122 C -3.049 -5.867 2.489  -0.952
123 O -1.761 -5.391 2.240  -0.040
124 C -0.967 -5.176 3.388  -0.500
125 N -4.904 -7.077 1.313  -0.816
126 H -4.873 -5.290 -0.426  0.453
127 H -3.362 -4.494 -0.089  0.152
128 H -4.753 -4.334 1.015  0.242
129 H -3.031 -6.778 0.471  -0.057
130 H -3.026 -6.717 3.170  0.409
131 H -3.816 -5.325 3.043  0.302
132 H -1.288 -5.699 4.289  0.517
133 H -1.041 -4.133 3.695  -0.137
134 H 0.057 -5.484 3.176  0.052
135 H -5.251 -7.366 0.410  0.266
136 H -4.804 -7.964 1.786  0.242
137 C 5.445 0.412 5.950  -0.715
138 C 4.326 1.135 5.155  0.814
139 O 4.753 2.504 4.855  -0.589
140 O 6.638 0.062 5.232  -0.558
141 H 5.005 -0.530 6.279  0.223
142 H 5.744 0.944 6.853  0.376
143 H 3.395 1.223 5.715  -0.064
144 H 4.105 0.579 4.244  -0.011
145 H 3.979 2.979 4.543  0.291
146 H 6.791 0.892 4.776  0.353
147 C 1.228 4.227 -1.073  0.882
148 C 0.022 4.511 -0.167  -1.133
149 O 0.307 4.692 1.258  -0.091
150 O 1.840 5.461 -1.342  -0.659
151 H 1.023 3.784 -2.048  -0.112
152 H 1.879 3.499 -0.589  0.050
153 H -0.760 3.763 -0.305  0.356
154 H -0.372 5.498 -0.411  0.545
155 H 0.764 5.535 1.304  0.007
156 H 2.309 5.647 -0.525  0.263
157 C -0.319 -6.131 -1.668  -0.815
158 C -0.143 -4.944 -0.695  0.517
159 O 0.817 -3.951 -1.053  2.295
160 O 0.908 -6.847 -1.905  -0.671
161 H -0.753 -5.812 -2.615  0.100
162 H -0.932 -6.817 -1.084  0.357
163 H 0.126 -5.302 0.298  -0.332
164 H -1.164 -4.592 -0.551  -0.359
165 H 0.853 -3.389 -0.275  -1.187
166 H 1.555 -6.227 -2.250  0.441
167 C 1.003 -3.147 6.231  -0.029
168 C 2.142 -2.428 5.651  0.489
169 O 2.313 -1.128 6.249  -0.478
170 O 0.862 -4.466 5.753  -0.557
171 H 0.040 -2.685 6.018  -0.151
172 H 1.233 -3.240 7.293  0.357
173 H 2.034 -2.250 4.581  -0.371
174 H 3.059 -3.010 5.747  0.438
175 H 1.568 -0.563 6.033  -0.002
176 H 1.616 -5.013 5.984  0.297
177 C -0.943 4.262 4.719  0.078
178 C -0.406 5.694 4.640  -0.803
179 O 0.798 5.839 3.871  -0.466
180 O -1.480 3.970 3.403  -0.448
181 H -1.804 4.312 5.385  0.366
182 H -0.194 3.528 5.020  0.012
183 H -0.220 6.080 5.642  0.354
184 H -1.100 6.300 4.057  0.357
185 H 0.866 6.730 3.522  0.216
186 H -0.743 3.980 2.787  0.279
187 C 4.180 5.386 3.023  -0.631
188 C 3.795 5.638 1.546  0.036
189 O 2.668 6.419 1.459  -0.539
190 O 3.249 4.606 3.736  -0.567
191 H 4.329 6.365 3.480  0.303
192 H 5.134 4.860 3.062  0.405
193 H 3.648 4.690 1.028  -0.154
194 H 4.621 6.164 1.069  0.384
195 H 2.976 7.254 1.818  0.336
196 H 2.416 5.075 3.657  0.413
197 C -5.503 0.828 -2.763  -0.366
198 C -4.739 0.397 -4.009  0.017
199 O -5.369 -0.928 -4.337  -0.550
200 O -5.241 2.211 -2.475  -0.529
201 H -5.223 0.156 -1.951  0.137
202 H -6.580 0.777 -2.921  0.238
203 H -3.663 0.296 -3.874  -0.105
204 H -4.924 1.115 -4.808  0.451
205 H -5.500 -0.959 -5.288  0.288
206 H -5.337 2.304 -1.524  0.520
207 C -2.931 0.629 3.223  -0.279
208 C -2.904 0.639 1.676  0.482
209 O -3.931 -0.175 1.200  -0.763
210 O -2.599 -0.667 3.710  -0.154
211 H -3.962 0.762 3.551  0.527
212 H -2.260 1.395 3.613  -0.078
213 H -1.969 0.193 1.334  -0.820
214 H -2.855 1.637 1.240  0.460
215 H -3.719 -1.009 1.624  0.243
216 H -3.332 -1.035 4.209  0.141
217 C -2.626 3.982 -3.906  -0.379
218 O -2.039 5.106 -4.501  -0.323
219 C -1.703 6.161 -3.591  -0.658
220 C -1.293 7.433 -4.362  1.027
221 N -2.490 7.949 -5.003  -0.429
222 C -2.146 9.069 -5.915  -1.185
223 C -1.109 8.867 -7.064  0.333
224 O -1.543 7.792 -7.866  -0.290
225 C -0.730 7.602 -8.997  -0.732
226 H -2.912 3.221 -4.633  0.232
227 H -3.450 4.232 -3.239  0.333
228 H -1.873 3.491 -3.289  -0.018
229 H -0.898 5.847 -2.926  0.075
230 H -2.635 6.375 -3.069  0.526
231 H -0.530 7.175 -5.097  -0.934
232 H -0.860 8.164 -3.680  0.314
233 H -2.873 7.272 -5.647  0.375
234 H -1.878 10.026 -5.468  0.453
235 H -3.027 9.291 -6.517  0.375
236 H -0.143 8.648 -6.609  -0.318
237 H -0.993 9.816 -7.587  0.525
238 H 0.342 7.537 -8.811  0.231
239 H -1.001 8.251 -9.829  0.305
240 H -0.949 6.572 -9.279  0.278
241 C 6.053 0.842 1.738  -0.444
242 O 6.397 0.990 0.355  -0.442
243 C 5.405 1.785 -0.364  0.574
244 C 5.707 1.747 -1.859  -0.830
245 N 4.713 2.467 -2.664  -0.166
246 C 3.388 1.823 -2.824  1.244
247 C 3.331 0.597 -3.757  0.081
248 O 3.429 0.992 -5.084  -0.601
249 C 3.497 -0.074 -5.964  0.079
250 H 6.772 0.184 2.225  0.398
251 H 5.073 0.409 1.939  0.003
252 H 6.034 1.780 2.294  0.342
253 H 5.374 2.808 0.011  0.158
254 H 4.372 1.487 -0.188  -0.353
255 H 5.900 0.716 -2.155  0.262
256 H 6.705 2.183 -1.916  0.434
257 H 5.125 2.587 -3.578  0.350
258 H 2.738 2.580 -3.262  -0.757
259 H 2.994 1.508 -1.858  -1.311
260 H 2.377 0.100 -3.575  0.286
261 H 4.132 -0.043 -3.389  0.536
262 H 4.399 -0.679 -5.872  0.378
263 H 3.482 0.314 -6.982  0.549
264 H 2.559 -0.625 -5.900  -0.697
265 C -2.812 -4.349 6.742  -0.622
266 O -3.032 -4.415 8.136  -0.326
267 C -3.880 -5.529 8.585  -0.711
268 C -4.376 -5.504 10.070  -0.779
269 N -5.169 -4.312 10.322  -0.217
270 C -5.829 -4.458 11.656  -0.755
271 C -6.347 -3.111 12.194  -0.486
272 O -7.495 -2.763 11.366  -0.299
273 C -8.230 -1.658 11.932  -0.810
274 H -2.308 -5.259 6.417  0.390
275 H -2.194 -3.488 6.491  -0.013
276 H -3.735 -4.207 6.179  0.426
277 H -3.225 -6.399 8.526  0.407
278 H -4.619 -5.725 7.809  0.417
279 H -3.448 -5.612 10.631  0.375
280 H -4.861 -6.447 10.324  0.464
281 H -4.504 -3.556 10.413  0.177
282 H -5.123 -4.912 12.351  0.467
283 H -6.732 -5.060 11.556  0.284
284 H -5.591 -2.336 12.069  0.332
285 H -6.588 -3.327 13.235  0.365
286 H -7.656 -0.736 11.835  0.314
287 H -8.436 -1.626 13.001  0.320
288 H -9.161 -1.436 11.412  0.283
289 C 4.849 -5.921 -9.084  -0.823
290 O 4.275 -4.758 -8.472  -0.342
291 C 3.169 -5.062 -7.592  -1.133
292 C 2.558 -3.758 -7.049  -0.008
293 N 1.605 -4.178 -5.980  -0.428
294 C 0.690 -3.022 -5.860  0.214
295 C -0.217 -3.185 -4.624  -0.122
296 O -1.597 -2.870 -4.858  -0.560
297 C -2.340 -2.806 -3.607  -0.362
298 H 5.796 -5.651 -9.551  0.258
299 H 4.137 -6.439 -9.727  0.306
300 H 5.091 -6.672 -8.331  0.326
301 H 3.360 -5.757 -6.775  0.459
302 H 2.430 -5.562 -8.219  0.491
303 H 1.989 -3.248 -7.827  0.515
304 H 3.420 -3.201 -6.683  -0.063
305 H 1.083 -4.977 -6.311  0.259
306 H 0.038 -2.910 -6.727  0.317
307 H 1.175 -2.050 -5.764  -0.897
308 H 0.136 -2.510 -3.843  0.055
309 H -0.157 -4.220 -4.288  0.397
310 H -2.315 -3.675 -2.949  0.061
311 H -3.424 -2.723 -3.685  0.420
312 H -2.056 -1.938 -3.012  0.020